[1]
2 unconnected molecules or ions with the total composition C18H19FN2O6 at a distorted geometry. Source: the Open Molecules 2025 dataset; level of theory: ωB97M-V/def2-TZVPD.

```
46
Properties=species:S:1:pos:R:3:lowdin_charge:R:1
F 0.6738 -1.0919 0.2833 0.0968
N -2.2660 0.9836 3.7581 0.0240
C -1.9502 -0.2545 4.1506 -0.1573
C -1.3816 -0.5088 5.4235 -0.0679
C -1.1025 0.5956 6.2638 -0.0793
C -1.1066 1.8716 5.6739 -0.0757
C -1.6576 2.0142 4.3720 -0.1519
H -2.1739 -1.0635 3.4240 0.1107
H -1.2451 -1.5506 5.7155 0.0969
H -0.9116 0.4560 7.3181 0.0973
H -0.7631 2.7860 6.1669 0.0976
H -1.6546 2.9608 3.7897 0.1075
C -0.4762 4.1711 -1.3410 -0.0692
C 0.6143 3.2410 -0.8971 -0.1961
O 0.1625 1.8866 -1.1921 0.0024
C 1.0202 0.9182 -0.8530 -0.3643
C 0.5956 -0.5906 -0.9836 -0.1948
C -0.9168 -0.7883 -1.3612 -0.3545
O -1.4116 -1.9018 -1.2670 0.1034
O -1.6644 0.2612 -1.7158 0.0078
C -3.0529 -0.0673 -1.9312 -0.2076
C -3.7379 1.2182 -2.2587 -0.0666
C 1.6244 -1.5009 -1.7598 -0.0580
C 1.2456 -2.8393 -2.0152 0.0140
C 2.2051 -3.8654 -1.9711 0.0333
C 3.5651 -3.5517 -1.9109 -0.1585
N 4.5276 -4.6098 -2.0667 -0.3090
O 5.7528 -4.3507 -2.1302 0.0549
O 4.1202 -5.7916 -2.1816 0.0496
C 3.9689 -2.2143 -1.8693 0.0257
C 3.0080 -1.1929 -1.8538 0.0094
O 2.1137 1.1818 -0.3875 0.1140
H -0.1519 5.2074 -1.2097 0.0817
H -0.6981 4.0104 -2.4015 0.0842
H -1.3981 4.0517 -0.7557 0.0829
H 1.5307 3.4442 -1.4533 0.1280
H 0.7964 3.3074 0.1785 0.1319
H -3.1241 -0.7619 -2.7663 0.1304
H -3.4482 -0.5200 -1.0295 0.1299
H -4.7794 1.0376 -2.5218 0.0810
H -3.7713 1.9148 -1.4163 0.0825
H -3.2304 1.6996 -3.0993 0.0851
H 0.2305 -3.0900 -2.1763 0.0955
H 1.9226 -4.9179 -1.9905 0.1239
H 5.0455 -2.0125 -1.8589 0.1261
H 3.3501 -0.1829 -1.8916 0.1021
```

Summary:
Molecular weight ... 378.36 g/mol
Structure (SMILES) ... CCOC(=O)C(F)(C(=O)OCC)c1ccc([N+](=O)[O-])cc1.c1ccncc1
Strongest force on any atom ... 0.07410 Eh/bohr
Total energy ... -36952.369 eV
Gap between HOMO and LUMO ... 8.59 eV

[2]
C10H18F5OP in the gas phase at a distorted geometry. Source: the Open Molecules 2025 dataset; level of theory: ωB97M-V/def2-TZVPD.

```
35
Properties=species:S:1:pos:R:3:lowdin_charge:R:1
C 1.3277 2.7542 -0.8800 -0.0941
C -0.2008 2.5188 -0.8368 -0.2673
C -0.6876 1.4093 -1.7667 -0.2324
C -0.4172 -0.0538 -1.3578 -0.4736
C 0.9821 -0.5503 -1.7197 -0.1037
P -0.8737 -0.3512 0.4251 1.1626
C 0.3520 -1.5506 1.0901 -0.3009
C 1.5387 -0.7276 1.6178 -0.5231
C 2.8470 -1.4707 1.5309 -0.0399
O 1.2720 -0.3387 2.9570 -0.0327
C -2.4477 -1.4004 0.2600 -0.5245
F -2.3327 -2.5907 0.9257 0.0629
F -2.7441 -1.6853 -1.0403 0.0545
C -3.7149 -0.6826 0.8319 -0.5477
F -4.1920 0.1750 -0.0985 0.1391
F -4.6811 -1.5794 1.1357 0.1474
F -3.4398 0.0273 1.9613 0.1108
H 1.8062 2.5962 0.0795 0.0607
H 1.5344 3.7748 -1.1831 0.0649
H 1.7723 2.1220 -1.6388 0.0537
H -0.6643 3.4367 -1.1892 0.0983
H -0.5522 2.3712 0.1760 0.0656
H -0.2288 1.5785 -2.7378 0.1125
H -1.7654 1.5081 -1.8677 0.1056
H -1.0973 -0.6583 -1.9525 0.0949
H 1.7753 0.0192 -1.2508 0.0571
H 1.1174 -1.5853 -1.4232 0.0619
H 1.1107 -0.5205 -2.7970 0.0857
H 0.6503 -2.3143 0.3784 0.0802
H -0.1080 -2.0528 1.9347 0.0907
H 1.6212 0.1736 1.0073 0.1016
H 2.8174 -2.4127 2.0652 0.0880
H 3.6350 -0.8465 1.9401 0.0836
H 3.0869 -1.6329 0.4847 0.0763
H 0.9010 0.5398 2.9385 0.0813
```

Summary:
Molecular weight ... 280.22 g/mol
Structure (SMILES) ... CCC[C@@H](C)P(C[C@H](C)O)C(F)(F)C(F)(F)F
Strongest force on any atom ... 0.02414 Eh/bohr
Total energy ... -35585.557 eV
Gap between HOMO and LUMO ... 9.78 eV

[3]
2 unconnected molecules or ions with the total composition C22H29BrClF3N5O7S2 at a distorted geometry. Source: the Open Molecules 2025 dataset; level of theory: ωB97M-V/def2-TZVPD.

```
70
Properties=species:S:1:pos:R:3:lowdin_charge:R:1
C 4.3126 -0.1444 1.8376 -0.1461
C 3.7657 -0.0814 0.3469 -0.6500
Cl 5.2058 -0.6157 -0.7248 0.5652
C 2.4711 -0.9304 -0.0314 -0.1493
C 0.9941 -0.4461 0.2801 -0.3106
N 1.1694 0.6301 1.2662 0.1297
C 0.1509 -1.4607 1.2833 -0.5731
S 0.1304 -3.2643 0.7888 0.8964
C 0.9478 -1.6066 2.7195 -0.1337
C 0.2980 -0.8038 3.9346 -0.6637
O 0.4013 0.4139 4.1837 -0.0085
Br -0.7309 -1.8578 5.3112 0.7050
O -1.1395 -1.0458 1.6049 -0.1292
C -1.9745 -0.1785 0.8271 -0.2788
N -3.0618 -1.1293 0.4485 0.1120
C -4.3873 -0.7022 0.1506 -0.3201
O -4.8802 -0.1332 -0.8513 0.1485
F -5.4120 -0.9866 1.1396 0.0654
C -3.1564 -2.4029 1.1511 -0.3189
O -3.4208 -2.6769 2.3246 0.2042
F -3.0772 -3.5740 0.2926 0.0262
S -2.6077 0.9227 2.2087 0.8174
C -4.2451 1.7449 2.1380 -0.1355
O -1.6774 2.0155 2.7016 -0.3240
O -2.7469 0.0421 3.4628 -0.3412
C -1.2471 0.5726 -0.4487 -0.2062
O -2.1191 0.5624 -1.6292 -0.0207
C -1.2999 2.1961 -0.3407 -0.0625
C -2.7660 2.7948 -0.5689 0.0212
C -2.9268 4.3224 -0.5051 0.0045
C -1.6033 5.0506 -0.2095 -0.1101
N -0.2847 4.6409 0.0490 0.0662
C -0.2087 3.2103 -0.0301 -0.0691
N 0.0673 -0.0908 -0.9059 -0.0438
C 0.9320 0.8423 -1.7671 0.0084
C -0.2000 -1.1926 -1.8987 -0.2401
C 0.7770 -2.3237 -2.3514 -0.0570
F -0.4842 -0.6988 -3.2672 -0.0306
H 3.5008 0.2757 2.5464 0.0842
H 4.5860 -1.2187 2.1266 0.0957
H 5.2409 0.5330 1.9444 0.0980
H 3.6431 1.0407 0.0737 0.1097
H 2.6170 -1.9629 0.4833 0.1309
H 2.7210 -1.1493 -1.1438 0.0780
H 0.3422 1.0041 1.7223 0.0777
H 1.8425 1.3620 1.1158 0.0840
H -0.6276 -3.4957 -0.3386 -0.0972
H 0.9501 -2.7091 3.0897 0.0986
H 2.0542 -1.3498 2.6386 0.1056
H -4.2144 2.8165 2.5820 0.1169
H -5.0319 1.1960 2.7917 0.1089
H -4.7404 1.8565 1.1149 0.0612
H -2.6096 -0.2531 -1.7981 0.1011
H -3.7026 2.1767 -0.7525 0.0929
H -3.9220 4.8766 -0.6637 0.1193
H -1.7166 6.2049 -0.1989 0.1201
H 0.8544 2.8549 0.1177 0.0860
H 1.6818 1.4561 -1.1525 0.1099
H 1.6490 0.2473 -2.4579 0.0657
H 0.3290 1.5378 -2.4341 0.1456
H -1.1285 -1.7616 -1.4838 0.1516
H 0.1468 -3.1550 -2.8633 0.1290
H 1.5127 -1.9917 -3.1890 0.0982
H 1.4392 -2.8652 -1.6048 0.0622
C 4.6578 -1.8853 -4.7551 -0.0479
C 3.9808 -0.7805 -4.0708 -0.2517
N 3.4479 0.0888 -3.5335 0.1484
H 4.5942 -1.7844 -5.8412 0.0925
H 5.7182 -1.9296 -4.4944 0.0918
H 4.2181 -2.8508 -4.4921 0.0855
```

Summary:
Molecular weight ... 711.99 g/mol
Total charge ... +1
Strongest force on any atom ... 0.20441 Eh/bohr
Total energy ... -157435.467 eV
Gap between HOMO and LUMO ... 8.41 eV

[4]
3 unconnected molecules or ions with the total composition C20H41B3N2O7 at a distorted geometry. Source: the Open Molecules 2025 dataset; level of theory: ωB97M-V/def2-TZVPD.

```
73
Properties=species:S:1:pos:R:3:lowdin_spin:R:1
O 3.0804 1.5119 2.3670 0.0000
C 2.2922 0.8063 1.6968 -0.0001
C 1.6431 1.3652 0.3206 0.0000
B 0.1161 1.7881 0.6829 0.0000
O -0.0528 2.7740 1.7348 0.0000
B -1.3709 3.3598 1.7247 0.0000
O -2.5820 2.6049 1.4246 0.0000
B -2.0486 1.2645 1.1550 0.0000
O -2.4180 0.1203 1.9301 0.0000
O -1.0644 1.2162 0.0608 0.0001
H 1.9802 -0.2590 1.9845 0.0000
H 2.2565 2.3047 0.0707 0.0000
H 1.7350 0.6037 -0.5183 0.0000
H -1.4472 4.5094 2.0286 0.0000
H -1.8370 0.0764 2.7217 0.0000
C -6.3040 3.2711 -4.0566 0.0013
C -4.9135 3.7903 -4.5114 0.0236
C -3.8756 2.6457 -4.6069 0.0137
C -3.2834 2.2040 -3.2768 0.0007
C -2.7572 3.4072 -2.5031 0.0127
C -3.8321 4.4887 -2.3114 0.0239
N -4.4846 4.8940 -3.5997 0.3236
O -3.5970 5.6633 -4.2786 0.5937
C -4.8703 3.9495 -1.2966 0.0010
C -3.2031 5.6971 -1.5745 -0.0009
C -5.1760 4.2464 -5.9740 -0.0010
H -6.5350 3.4505 -3.0102 0.0007
H -7.1126 3.7792 -4.5925 0.0002
H -6.4141 2.1987 -4.2353 -0.0003
H -3.0428 2.9650 -5.2461 0.0024
H -4.3173 1.7789 -5.1091 0.0010
H -4.0286 1.6557 -2.6927 0.0003
H -2.4635 1.5019 -3.4588 0.0008
H -2.3812 3.0677 -1.5318 0.0008
H -1.8916 3.8204 -3.0353 0.0026
H -5.7068 4.6481 -1.1815 0.0010
H -4.4220 3.8231 -0.3065 -0.0004
H -5.2684 2.9696 -1.5550 0.0000
H -2.3420 6.1127 -2.1025 -0.0007
H -2.8452 5.4046 -0.5828 -0.0003
H -3.9391 6.4948 -1.4338 0.0002
H -5.8549 5.1031 -6.0117 0.0002
H -5.6378 3.4340 -6.5443 -0.0003
H -4.2581 4.5155 -6.5027 -0.0005
C 4.4939 -6.0952 1.0352 0.0013
C 4.9235 -4.6874 1.5289 0.0237
C 6.0635 -4.7670 2.5729 0.0140
C 5.6212 -5.1320 3.9817 0.0008
C 4.4795 -4.2284 4.4321 0.0129
C 3.2976 -4.2482 3.4434 0.0242
N 3.7183 -3.9602 2.0324 0.3276
O 3.9800 -2.6319 1.9511 0.5885
C 2.6045 -5.6284 3.5561 0.0009
C 2.2112 -3.2606 3.9369 -0.0009
C 5.5575 -4.0539 0.2589 -0.0010
H 3.5789 -6.4732 1.4829 0.0007
H 4.2760 -6.0906 -0.0379 0.0002
H 5.2736 -6.8406 1.2091 -0.0003
H 6.5688 -3.7947 2.6306 0.0024
H 6.8275 -5.4773 2.2411 0.0010
H 5.3304 -6.1858 4.0275 0.0003
H 6.4663 -5.0200 4.6683 0.0009
H 4.1465 -4.5418 5.4274 0.0009
H 4.8594 -3.2062 4.5480 0.0027
H 1.8043 -5.7285 2.8140 0.0010
H 2.1445 -5.7534 4.5409 -0.0004
H 3.2852 -6.4713 3.4496 0.0000
H 2.5878 -2.2416 4.0533 -0.0007
H 1.8279 -3.5611 4.9161 -0.0003
H 1.3617 -3.2379 3.2465 0.0002
H 4.8118 -3.8940 -0.5251 0.0002
H 6.3272 -4.7173 -0.1482 -0.0003
H 6.0466 -3.0983 0.4639 -0.0005
```

Summary:
2S+1 ... 3
Molecular weight ... 453.99 g/mol
Strongest force on any atom ... 0.08528 Eh/bohr
Total energy ... -40749.305 eV
Gap between HOMO and LUMO (spin up / spin down) ... 8.93 / 9.18 eV
<S²> ... 2.01

[5]
A molecular structure, C22H35Cl2N4O3Y at a distorted geometry. Source: the Open Molecules 2025 dataset; level of theory: ωB97M-V/def2-TZVPD.

```
67
Properties=species:S:1:pos:R:3:lowdin_charge:R:1
O 1.1466 -0.9316 -1.7624 -0.3157
C 1.9620 -0.0568 -2.3889 -0.4552
C 3.4589 -0.3305 -2.1501 -0.1938
C 3.9042 -0.8706 -0.9403 -0.0454
H 3.1783 -1.1089 -0.1590 0.0619
C 5.2762 -1.0803 -0.7385 -0.0827
H 5.5993 -1.5112 0.2055 0.0978
C 6.2034 -0.7467 -1.7254 -0.1091
H 7.2666 -0.9151 -1.5567 0.0946
C 5.7512 -0.1949 -2.9238 -0.1032
H 6.4668 0.0762 -3.7009 0.0954
C 4.3903 0.0071 -3.1396 -0.0533
H 4.0316 0.4414 -4.0826 0.1147
H 1.8546 -0.1341 -3.5005 0.1267
C 0.4257 2.0271 -2.9731 -0.0961
C 1.5269 1.4802 -2.0873 -0.3114
H 0.8013 2.9235 -3.4933 0.0803
H -0.4653 2.3670 -2.4208 0.0288
H 0.1273 1.2733 -3.7119 0.0742
C 2.4344 2.3099 -1.5093 -0.1315
C 2.3935 3.8099 -1.4666 -0.1114
H 3.3124 1.8784 -1.0274 0.1127
H 3.2909 4.2023 -1.9777 0.0824
H 2.4400 4.2040 -0.4358 0.0749
H 1.5185 4.2647 -1.9552 0.0615
Y -0.0418 0.4484 0.0615 0.9890
Cl 1.7375 0.1892 1.8516 -0.0815
Cl -0.4635 2.9450 0.2442 -0.0382
C -1.4675 1.1424 2.7902 -0.3390
O -1.6925 0.4619 1.7502 -0.1920
N -2.3855 1.5106 3.6823 -0.1663
C -3.7967 1.1418 3.5804 -0.0223
C -2.0414 2.4072 4.7796 -0.0333
H -0.4450 1.4844 3.0027 0.0893
H -3.9524 0.5300 2.6882 0.0905
H -4.4178 2.0470 3.5392 0.0956
H -4.0995 0.5827 4.4760 0.0941
H -0.9721 2.6289 4.7425 0.0961
H -2.2822 1.9353 5.7388 0.0935
H -2.6094 3.3412 4.6911 0.0965
H -4.8682 0.0429 -2.6508 0.1006
H -4.0934 -2.1304 -4.1250 0.0965
C -3.9237 0.4349 -3.0560 -0.0121
C -3.1372 -1.6080 -4.2534 -0.0335
N -2.9381 -0.6391 -3.1865 -0.1663
H -3.5419 1.2189 -2.4021 0.0935
C -1.9464 -0.7608 -2.3114 -0.2538
O -1.7823 0.0344 -1.3515 -0.1521
H -2.3219 -2.3349 -4.2337 0.0921
H -1.2498 -1.5995 -2.4914 0.1280
H -4.1318 0.8315 -4.0588 0.0955
H -3.1501 -1.0947 -5.2223 0.0960
C -0.8354 -5.6221 -0.7826 -0.0304
C -0.7083 -4.4288 0.0832 -0.3108
C -0.9236 -4.3186 1.4483 -0.0013
C -0.6676 -2.9732 1.7853 -0.3348
N -0.3726 -2.2670 0.6681 0.0414
N -0.3624 -3.1947 -0.3394 0.0372
C -0.6946 -2.4419 3.1673 -0.0484
H -0.1320 -6.4057 -0.4628 0.0877
H -1.8434 -6.0540 -0.6856 0.0857
H -0.6435 -5.3838 -1.8340 0.0776
H -1.2046 -5.1139 2.1319 0.1132
H -0.0166 -2.9109 -1.2587 0.1284
H -1.7154 -2.1531 3.4570 0.0800
H -0.3719 -3.2328 3.8622 0.0854
H -0.0271 -1.5807 3.2690 0.0352
```

Summary:
Molecular weight ... 563.36 g/mol
Strongest force on any atom ... 0.04982 Eh/bohr
Total energy ... -61578.971 eV
Gap between HOMO and LUMO ... 7.85 eV

[6]
A molecular structure, C15H31NO3P2Pb at a distorted geometry. Source: the Open Molecules 2025 dataset; level of theory: ωB97M-V/def2-TZVPD.

```
53
Properties=species:S:1:pos:R:3:lowdin_charge:R:1
P -1.1595 0.9858 1.5867 0.7009
P 1.9164 -0.6135 1.3471 0.7029
C -0.3845 0.4441 0.0008 -0.4179
C 0.5386 -0.7710 0.1192 -0.4225
H 0.1254 1.3183 -0.4431 0.0916
H -1.2211 0.1929 -0.6633 0.0186
H -0.0328 -1.6874 0.3529 0.0912
H 1.0301 -0.9054 -0.8528 0.0148
C 3.1033 0.4324 0.4318 -0.2750
H 3.9934 0.5243 1.0641 0.0460
H 2.6752 1.4318 0.2756 0.0392
H 3.3808 -0.0102 -0.5318 0.0351
C 2.6634 -2.2630 1.3897 -0.2923
H 3.0271 -2.5843 0.4063 0.0404
H 1.9266 -2.9770 1.7761 0.0432
H 3.5029 -2.1989 2.0956 0.0446
C -1.9433 2.5749 1.2395 -0.2645
H -2.3818 2.9639 2.1725 0.0400
H -2.7268 2.4737 0.4676 0.0499
H -1.1677 3.2770 0.8969 0.0516
C -2.4451 -0.2395 1.9496 -0.2562
H -1.9661 -1.2160 2.1201 0.0483
H -3.1735 -0.3136 1.1297 0.0411
H -2.9496 0.0757 2.8743 0.0465
Pb 0.9246 1.2004 3.4682 1.0517
C 0.5438 -1.8042 -2.8530 -0.1197
C 1.2274 -0.6680 -3.0756 -0.1254
C 0.8681 0.3201 -4.1431 -0.1785
C -0.6524 0.6201 -4.2938 -0.1817
C -1.4345 0.6354 -3.0050 -0.1160
C -2.0739 -0.4274 -2.4941 -0.1450
C -2.0363 -1.8046 -3.0826 -0.1747
C -0.6566 -2.2638 -3.6390 -0.1807
C -0.8889 1.8463 4.7036 -0.3612
H 0.8900 -2.5338 -2.1107 0.1072
H 2.1963 -0.4955 -2.5939 0.0980
H 1.2445 -0.0329 -5.1226 0.1212
H 1.3987 1.2654 -3.9530 0.1071
H -0.7593 1.6098 -4.7809 0.1157
H -1.0854 -0.1138 -4.9897 0.0985
H -1.5192 1.6219 -2.5338 0.1096
H -2.8070 -0.3011 -1.6848 0.1043
H -2.7804 -1.8823 -3.8980 0.1213
H -2.3650 -2.5292 -2.3216 0.1081
H -0.6487 -3.3718 -3.6547 0.1156
H -0.5761 -1.9459 -4.6888 0.0995
H -0.9970 1.0387 5.4450 -0.0229
H -1.8673 2.0561 4.2279 -0.0434
H -0.5066 2.7551 5.2115 -0.0157
O 2.2619 0.9402 7.3956 0.0415
N 2.0194 1.0795 6.1977 -0.5366
O 2.1075 2.2171 5.6036 -0.1704
O 1.6408 0.0530 5.4605 -0.2451
```

Summary:
Molecular weight ... 542.57 g/mol
Strongest force on any atom ... 0.04628 Eh/bohr
Total energy ... -47509.382 eV
Gap between HOMO and LUMO ... 6.99 eV